An isolated molecule of C5H8N2, computed with ωB97M-V/def2-TZVPD.

Properties
**Molar mass**: 96.13 u
**Gap between HOMO and LUMO**: 8.788 eV
**DFT total energy**: -8293.494 eV
**Energy above the lowest of the compared OMol25 structures with the same formula, charge and spin**: 34.7 kcal/mol
**Lowest unoccupied orbital energy**: 1.130 eV
**Net charge**: 0

Each atom is followed by the atoms it is bonded to, with distances in Å.
Positions of all 15 atoms, in Å:
1 N 0.836 2.061 -0.907  C5 1.397, H8 1.011, H12 1.008
2 N -0.628 -1.141 -0.097  C4 1.411, C6 1.499, C7 1.415
3 C -0.919 0.998 0.608  C5 1.453, C7 1.355, H11 1.084
4 C 0.065 -0.265 -0.960  N2 1.411, C5 1.348, H9 1.080
5 C 0.028 0.999 -0.494  N1 1.397, C3 1.453, C4 1.348
6 C 0.522 -1.839 0.563  N2 1.499, H13 1.085, H14 1.098, H15 1.101
7 C -1.311 -0.285 0.800  N2 1.415, C3 1.355, H10 1.087
8 H 1.103 1.986 -1.880  N1 1.011
9 H 0.633 -0.710 -1.763  C4 1.080
10 H -2.038 -0.673 1.508  C7 1.087
11 H -1.249 1.874 1.156  C3 1.084
12 H 0.463 2.973 -0.700  N1 1.008
13 H 0.208 -2.760 1.044  C6 1.085
14 H 1.311 -2.075 -0.164  C6 1.098
15 H 0.976 -1.144 1.286  C6 1.101